# 1
{
  "formula": "C17H53BF4N13O8",
  "method": "the ωB97M-V functional and the def2-TZVPD basis",
  "elements": ["B", "F", "F", "F", "F", "C", "C", "C", "O", "C", "N", "H", "H", "H", "H", "H", "H", "H", "H", "H", "H", "H", "C", "C", "C", "O", "C", "N", "H", "H", "H", "H", "H", "H", "H", "H", "H", "H", "H", "C", "C", "C", "O", "C", "N", "H", "H", "H", "H", "H", "H", "H", "H", "H", "H", "H", "C", "O", "N", "N", "H", "H", "H", "H", "C", "O", "N", "N", "H", "H", "H", "H", "C", "O", "N", "N", "H", "H", "H", "H", "C", "O", "N", "N", "H", "H", "H", "H", "C", "O", "N", "N", "H", "H", "H", "H"],
  "positions_angstrom": [[1.16172, 1.10630, -0.02561], [2.30878, 0.50083, -0.68396], [0.61687, 2.15576, -0.78240], [0.27971, -0.00541, 0.07178], [1.48213, 1.59432, 1.27021], [4.37088, -3.44396, 2.49038], [4.50187, -3.77321, 0.90673], [5.11771, -2.61463, 0.21420], [6.48568, -2.37544, 0.54501], [6.76934, -1.08565, 0.18229], [5.11777, -5.05854, 0.53208], [3.90310, -2.47408, 2.66746], [5.37056, -3.48253, 3.01223], [3.80018, -4.20557, 3.00996], [3.50206, -3.86756, 0.48775], [4.46599, -1.74605, 0.45418], [5.08581, -2.90273, -0.84248], [7.75793, -0.73376, 0.22229], [6.18871, -0.45229, 0.81694], [6.52194, -0.84105, -0.83896], [4.74255, -5.81260, 0.99904], [6.03480, -5.11121, 0.99579], [-3.08322, 3.18145, -4.91282], [-4.23753, 3.65308, -3.98842], [-4.81356, 2.38678, -3.36767], [-5.56366, 1.50647, -4.16222], [-6.82988, 2.00422, -4.42313], [-3.67622, 4.63066, -3.04372], [-2.56680, 4.01473, -5.50350], [-3.47019, 2.40812, -5.60826], [-2.26345, 2.93593, -4.21317], [-4.99078, 4.20144, -4.54561], [-5.34280, 2.74556, -2.45540], [-3.98968, 1.79652, -2.96052], [-7.42186, 1.17782, -4.87640], [-6.90684, 2.81399, -5.18231], [-7.33720, 2.35623, -3.46361], [-2.91501, 4.19512, -2.52168], [-4.37711, 4.97431, -2.39347], [5.76560, 0.46808, 3.47224], [4.53036, 0.48711, 2.58295], [3.28584, 0.66077, 3.50129], [3.19276, -0.41819, 4.39789], [2.08826, -0.29050, 5.25092], [4.72201, 1.54295, 1.58746], [6.61342, 0.15973, 2.88530], [5.62162, -0.13131, 4.34422], [5.97268, 1.48860, 3.82389], [4.51648, -0.44413, 2.01278], [2.34767, 0.89652, 3.05050], [3.59069, 1.54923, 4.12741], [2.29939, 0.41091, 6.08740], [1.79616, -1.21579, 5.69773], [1.27564, 0.14137, 4.64434], [4.88343, 2.45094, 1.96615], [3.92440, 1.65023, 0.96924], [-6.00631, -2.53311, -2.26537], [-6.45451, -3.60227, -2.61682], [-6.13106, -1.49340, -3.13082], [-5.33183, -2.22350, -1.05158], [-5.37662, -0.86212, -2.96174], [-6.44984, -1.69481, -4.03797], [-5.23891, -3.02009, -0.41508], [-4.48603, -1.65639, -1.15787], [-0.18105, -2.35039, 2.37486], [-0.51483, -2.78739, 3.46974], [1.14861, -1.84652, 2.24383], [-0.85542, -2.32575, 1.21601], [1.71849, -2.04375, 3.04438], [1.45556, -1.15851, 1.56539], [-0.42753, -1.97206, 0.36243], [-1.84881, -2.42426, 1.01028], [-0.53012, -1.59874, -3.65994], [0.01368, -1.80637, -4.75088], [0.19387, -1.16161, -2.56143], [-1.87025, -1.65155, -3.54061], [1.09636, -0.78149, -2.77432], [-0.23919, -0.70429, -1.74162], [-2.43524, -1.93259, -4.31250], [-2.33897, -1.50447, -2.66000], [-1.48265, 2.84931, 2.60123], [-2.55051, 3.25155, 2.14353], [-0.36550, 3.55727, 2.48893], [-1.36502, 1.55846, 3.20752], [-0.39294, 4.29551, 1.85216], [0.41870, 2.99913, 2.35189], [-0.44834, 1.10166, 3.13121], [-2.14468, 1.01917, 2.82035], [-2.87841, 0.67307, -0.39983], [-2.96900, -0.31711, -1.10649], [-2.17400, 1.84307, -0.73331], [-3.52972, 0.66749, 0.84672], [-1.78637, 2.45193, -0.01968], [-1.56364, 1.62983, -1.52941], [-3.43064, 1.54878, 1.32739], [-4.47406, 0.24642, 0.88474]],
  "charge": -1,
  "mol_weight_g_mol": 654.50,
  "homo_ev": -7.24,
  "homo_lumo_gap_ev": 9.56,
  "relative_energy_kj_mol": 195.3,
  "e_lumo_ev": 2.3
}


# 2
{
  "formula": "C17H53F2N9O15S2V",
  "method": "the ωB97M-V functional and the def2-TZVPD basis",
  "elements": ["V", "C", "C", "O", "H", "H", "H", "H", "H", "N", "S", "O", "O", "F", "S", "O", "O", "F", "C", "O", "N", "N", "H", "H", "H", "H", "C", "O", "N", "N", "H", "H", "H", "H", "C", "O", "N", "N", "H", "H", "H", "H", "C", "O", "C", "C", "N", "C", "C", "O", "C", "H", "H", "H", "H", "H", "H", "H", "H", "H", "H", "H", "H", "H", "H", "H", "C", "O", "C", "C", "N", "C", "C", "O", "C", "H", "H", "H", "H", "H", "H", "H", "H", "H", "H", "H", "H", "H", "H", "H", "O", "H", "H", "O", "H", "H", "O", "H", "H"],
  "positions_angstrom": [[23.48867, 0.83160, 11.47411], [21.81245, 2.22109, 9.31687], [22.87138, 1.50056, 8.58465], [23.78639, 0.88825, 9.71503], [22.26255, 3.11516, 9.75562], [21.19540, 1.55850, 9.92095], [21.09224, 2.46937, 8.52785], [23.62258, 2.03609, 7.98742], [22.58310, 0.61180, 8.03916], [24.27403, -1.54445, 12.30208], [25.81876, -1.52933, 11.57472], [25.92272, -2.58069, 10.64759], [26.60957, -1.16961, 12.74002], [25.58236, -0.38631, 10.59984], [23.27814, -2.55940, 11.67873], [22.41823, -3.36132, 12.49268], [23.23395, -2.37527, 10.24827], [21.95959, -0.15973, 11.95572], [23.50087, 5.57759, 6.06024], [22.96047, 6.43876, 6.82212], [23.18091, 5.56930, 4.73850], [24.20363, 4.56703, 6.65985], [22.81648, 6.46144, 4.46348], [23.54246, 4.97489, 4.00347], [24.54261, 4.77504, 7.57570], [24.75786, 3.90189, 6.16726], [18.52493, 5.20697, 11.20226], [18.32569, 4.60631, 12.28984], [18.04551, 6.46218, 10.99919], [19.18251, 4.59389, 10.10812], [17.24120, 6.73199, 11.53190], [18.53804, 7.14865, 10.49049], [19.24504, 4.93901, 9.16082], [18.96137, 3.60868, 10.04887], [23.46177, 3.00477, 13.45912], [24.29496, 2.29822, 12.69201], [22.50036, 3.76351, 12.93898], [23.60731, 3.06544, 14.84209], [21.67530, 4.03895, 13.47084], [22.34337, 3.67154, 11.95777], [23.25332, 3.85835, 15.34470], [24.20301, 2.45199, 15.36076], [18.10833, 3.43229, 6.19583], [18.35925, 4.58404, 7.02744], [19.74163, 5.03965, 6.86857], [19.74767, 6.52470, 7.19865], [19.17235, 7.42302, 6.18338], [19.73142, 7.49322, 4.89032], [19.37170, 8.77839, 4.20678], [19.67192, 8.69727, 2.81798], [19.54470, 10.00751, 2.25313], [18.73130, 2.53511, 6.34866], [18.16412, 3.69949, 5.12150], [17.05885, 3.22790, 6.44440], [20.10141, 4.98808, 5.82666], [20.36740, 4.54027, 7.59229], [20.78689, 6.83774, 7.50193], [19.11919, 6.75189, 8.05556], [18.17029, 7.37817, 6.16814], [19.51290, 6.72753, 4.19884], [20.81369, 7.60438, 5.08578], [19.88719, 9.61651, 4.70808], [18.29215, 8.97119, 4.15657], [20.23660, 10.73530, 2.67140], [18.52606, 10.37363, 2.42093], [19.60675, 9.84226, 1.17852], [12.39937, 3.72856, 9.77318], [13.09776, 2.59442, 9.39480], [13.72221, 2.72616, 8.11159], [14.22305, 1.33244, 7.75687], [14.91092, 0.62794, 8.86104], [16.06825, 1.37000, 9.23698], [16.94246, 0.65215, 10.22095], [17.68653, -0.34268, 9.55939], [18.06977, -1.33127, 10.49748], [11.82363, 3.39350, 10.61275], [11.69933, 4.05481, 9.00293], [13.05018, 4.52814, 10.05640], [14.55986, 3.39644, 8.17981], [12.99066, 3.07665, 7.40598], [14.79309, 1.32797, 6.78637], [13.30684, 0.69528, 7.61018], [14.24095, 0.74644, 9.61569], [15.73691, 2.33652, 9.66095], [16.71516, 1.57783, 8.35191], [16.35027, 0.22341, 11.04041], [17.63333, 1.31648, 10.74189], [18.86187, -1.95892, 10.06126], [17.18662, -1.89682, 10.75054], [18.42677, -0.84779, 11.43083], [20.11413, 3.68673, 13.97602], [19.84409, 3.07809, 14.67376], [19.35758, 4.22761, 13.72284], [19.77128, -0.54080, 7.41028], [19.32136, 0.22259, 7.86905], [19.04277, -1.17128, 7.46867], [25.83183, 2.16160, 5.31102], [26.28294, 1.80414, 4.52310], [26.45516, 2.00221, 6.04301]],
  "s2": 2.015,
  "charge": 1,
  "multiplicity": 3,
  "mol_weight_g_mol": 776.73,
  "homo_ev": [-10.36, -10.36],
  "homo_lumo_gap_ev": [5.74, 5.84],
  "relative_energy_kj_mol": 0.0,
  "e_lumo_ev": [-4.6, -4.5]
}


- The highest charge belongs to which entry?
  C17H53F2N9O15S2V